ORCA calculation (ωB97M-V with the def2-TZVPD basis set) on an isolated ion of composition C4H10NOS and charge -1.

Last column: Mulliken charge in e.
Positions of all 17 atoms, in Å:
N  0.2814  1.2513  1.0401  -0.690
C  0.5089  0.5769  -0.2971  -0.260
C  2.0935  0.5231  -0.6871  -0.461
O  2.7096  1.6585  -0.2797  -0.879
C  -0.1316  -0.8523  -0.0428  -0.541
C  -1.5857  -0.6695  -0.1964  -0.756
S  -2.8096  -2.0778  0.3540  -0.288
H  1.0540  0.8293  1.6141  0.274
H  0.5498  2.1833  0.9402  0.266
H  -0.1447  1.0702  -1.0310  0.517
H  2.1067  0.4952  -1.8514  0.177
H  2.3108  -0.4863  -0.1669  0.148
H  0.4871  -1.6975  -0.3374  0.449
H  0.0099  -1.0784  1.0769  0.235
H  -1.7693  -0.8102  -1.2811  0.289
H  -1.9969  0.3063  0.1924  0.411
H  -3.6740  -1.2222  0.9529  0.109

Output
LUMO level	2.991	eV
E_HOMO	-0.10020	Ha
ΔE to the lowest compared entry with this formula, charge and spin	3.659	eV
HOMO-LUMO gap	5.7	eV
charge	-1
E_tot	-686.5301	a.u.

---

ORCA calculation (ωB97M-V with the def2-TZVPD basis set) on one molecule with the formula C4H4OS.

Last column: Mulliken charge in e.
Positions of all 10 atoms, in Å:
C  -1.8450  -1.2171  -0.1963  -0.032
C  -1.0592  -0.3096  -0.1325  -0.435
C  -0.4007  0.9858  -0.0339  -0.193
O  0.9441  0.8355  -0.3771  -0.291
C  1.6628  -0.1333  0.1790  0.038
S  3.1378  -0.4821  -0.1988  -0.302
H  -2.2854  -2.1176  -0.4517  0.454
H  -0.5052  1.3312  0.9934  0.244
H  -0.7795  1.7920  -0.7592  0.254
H  1.1301  -0.6848  0.9771  0.265

Output
LUMO level	0.474	eV
E_HOMO	-0.32775	Ha
ΔE to the lowest compared entry with this formula, charge and spin	2.909	eV
HOMO-LUMO gap	9.4	eV
E_tot	-628.1281	a.u.

---

ORCA calculation (ωB97M-V with the def2-TZVPD basis set) on C2H9N3O as an isolated structure.

Last column: Mulliken charge in e.
Positions of all 15 atoms, in Å:
C  -0.7548  -0.1263  1.6396  -0.175
C  -1.9810  -0.3565  -0.3690  -0.707
N  1.3236  0.5098  -0.1166  -0.243
N  -1.1782  0.4487  0.5495  -0.404
N  1.4726  -0.6970  -0.8264  -0.514
O  2.2839  1.4492  -0.6886  -0.490
H  2.4396  2.0608  0.0490  0.314
H  0.0163  0.8307  -0.0410  0.416
H  1.4809  -0.5169  -1.8336  0.217
H  2.3633  -1.1405  -0.5988  0.245
H  -0.8100  -1.2084  1.7807  0.239
H  -0.1183  0.4355  2.3189  0.275
H  -2.8016  0.2450  -0.7639  0.255
H  -1.3415  -0.6802  -1.1964  0.241
H  -2.3949  -1.2540  0.0965  0.331

Output
LUMO level (alpha / beta)	0.485 / 0.485	eV
E_HOMO (alpha / beta)	-0.28689 / -0.28691	Ha
ΔE to the lowest compared entry with this formula, charge and spin	5.452	eV
HOMO-LUMO gap (alpha / beta)	8.3 / 8.3	eV
E_tot	-320.9314	a.u.

---

ORCA calculation (ωB97M-V with the def2-TZVPD basis set) on C12H23ClN2O6P2Rh as an isolated structure.

Last column: Mulliken charge in e.
Positions of all 47 atoms, in Å:
Rh  0.3022  0.2002  -0.1809  0.038
N  -1.9519  -2.3864  2.8687  -0.200
C  -0.6547  -2.6240  2.0789  0.674
C  -0.0162  -3.9048  2.6166  -1.820
P  0.3542  -1.1384  2.4782  0.710
O  1.6567  -1.3420  1.5422  -0.409
O  0.6362  -1.1729  3.9194  -0.817
O  -0.4163  0.0231  1.8543  -0.601
P  -1.2152  -2.7721  0.2908  0.938
O  -0.7129  -4.2092  -0.1808  -0.568
O  -2.7103  -2.7981  0.4188  -1.011
O  -0.5846  -1.7405  -0.6154  -0.751
H  -1.9680  -2.9541  3.7136  0.359
H  -2.7184  -2.6372  2.2071  0.346
H  -2.0502  -1.4059  3.1410  0.343
H  0.2493  -3.7708  3.6665  0.553
H  0.8950  -4.1248  2.0629  0.399
H  -0.6762  -4.7665  2.5025  0.443
H  2.4252  -1.6506  2.0434  0.319
H  0.1308  -4.1864  -0.6518  0.380
Cl  1.8775  1.4794  -2.0263  -0.085
C  2.1099  -0.0629  -1.2420  -0.536
H  2.9462  -0.0350  -0.5550  0.330
H  2.0876  -0.8822  -1.9501  0.293
C  -3.9396  0.1601  0.2851  -0.926
N  -4.0302  0.1050  -1.2049  0.041
C  -4.7454  -1.1274  -1.6571  -0.746
C  -2.6715  0.2180  -1.8757  -0.462
C  -2.0291  1.5132  -1.4927  0.562
C  -2.6400  2.6928  -1.9330  -0.570
C  -2.1924  3.9359  -1.5249  -0.837
C  -1.1137  4.0153  -0.6531  -0.622
C  -0.4757  2.8591  -0.2317  0.085
C  -0.9078  1.6097  -0.6678  0.256
H  -4.9517  0.1658  0.6823  0.440
H  -3.4035  1.0592  0.5741  0.354
H  -3.4045  -0.7303  0.5978  0.365
H  -4.5641  0.9212  -1.5018  0.408
H  -4.1825  -1.9842  -1.2939  0.286
H  -4.7947  -1.1179  -2.7427  0.341
H  -5.7456  -1.1237  -1.2313  0.365
H  -2.8781  0.1619  -2.9445  0.476
H  -2.0935  -0.6479  -1.5692  0.088
H  -3.4805  2.6325  -2.6213  0.418
H  -2.6786  4.8348  -1.8796  0.426
H  -0.7594  4.9791  -0.3111  0.411
H  0.3742  2.9395  0.4371  0.516

Output
LUMO level (alpha / beta)	-3.066 / -3.637	eV
E_HOMO (alpha / beta)	-0.39378 / -0.41679	Ha
ΔE to the lowest compared entry with this formula, charge and spin	1.224	eV
HOMO-LUMO gap (alpha / beta)	7.6 / 7.7	eV
charge	+1
E_tot	-2285.3733	a.u.